No. 1
15
Properties=species:S:1:pos:R:3:forces:R:3:lowdin_charge:R:1 method="wB97M-V/def2-TZVPD" homo_lumo_gap_ha="0.20856 / 0.20853" energy_ha=-1321.09054 homo_energy_ha="-0.3814 / -0.3814" total_charge=+1 de_lowest_kcal_mol=29.9 multiplicity=1 e_lumo_ha="-0.17288 / -0.17288"
O -0.193479 3.545925 -3.025008 0.8 -2.4 1.3 0.04
C 0.114400 2.590669 -2.474486 -0.8 2.4 -1.2 0.02
Ca 0.165566 -0.495162 0.728847 -0.7 -0.8 -0.3 1.07
O -0.037239 3.264320 1.411088 0.6 -4.6 -1.0 0.12
C 0.097363 2.138128 1.181204 -0.6 4.9 1.2 0.00
C -0.131219 -1.696737 -1.212150 0.6 2.8 -0.3 -0.39
O -0.067837 -2.728961 -0.566972 0.4 -0.6 -0.5 -0.14
C 2.483871 0.366947 -0.076772 4.0 0.4 -1.5 0.02
O 3.547057 0.511722 -0.480970 -3.5 -0.4 1.3 0.14
C -2.031375 0.329368 -0.250309 -4.7 2.5 -0.6 -0.03
O -3.062342 0.800093 -0.533995 4.5 -2.3 0.8 0.09
H 0.203838 -1.446340 -2.281549 -0.5 -1.9 0.2 0.04
O -0.418862 -2.154529 2.206895 0.3 -0.2 1.5 -0.16
H -0.242190 -1.894863 3.132334 -0.3 -0.3 -0.3 0.09
H -0.427557 -3.130587 2.241837 -0.1 0.5 -0.5 0.10

No. 2
7
Properties=species:S:1:pos:R:3:forces:R:3:lowdin_charge:R:1 method="wB97M-V/def2-TZVPD" homo_lumo_gap_ha=0.23842 energy_ha=-590.05410 homo_energy_ha=-0.9789 total_charge=+3 multiplicity=1 e_lumo_ha=-0.74043
O -0.321684 0.961609 -2.008552 1.7 -2.3 0.9 -0.17
C -1.026364 1.811795 -2.278954 -2.9 3.5 -1.2 0.37
O 0.344410 -1.217713 0.568461 0.4 -1.9 -3.4 -0.10
O 0.799540 0.256398 2.352905 -0.8 -1.9 -0.4 0.41
C 0.176547 -0.485356 1.713123 1.1 5.0 4.1 -0.47
O -0.980831 -0.713078 1.141460 -1.0 -0.8 -0.2 0.38
Bi 1.008382 -0.613656 -1.488444 1.3 -1.5 0.2 2.59

No. 3
13
Properties=species:S:1:pos:R:3:forces:R:3:mulliken_spin:R:1 method="wB97M-V/def2-TZVPD" homo_lumo_gap_ha="0.39991 / 0.19048" energy_ha=-281.60793 homo_energy_ha="-0.7675 / -0.7639" total_charge=+2 s2=0.776 de_lowest_kcal_mol=48.5 multiplicity=2 e_lumo_ha="-0.36757 / -0.57344"
N 0.540092 -0.656337 0.590050 -0.1 -4.5 2.6 0.70
C -0.501854 -0.682037 -0.205254 -3.0 0.6 0.5 -0.06
N -1.415734 -1.657762 0.034326 -2.5 1.8 -1.4 0.40
N -0.800289 0.436385 -0.807351 0.8 -0.2 -0.9 0.00
H 0.964639 0.191500 0.750994 2.5 3.7 0.5 -0.01
H 0.615798 -1.394974 1.339765 0.6 0.5 -1.0 -0.03
H -2.393083 -1.351262 -0.278752 1.4 -0.9 -0.1 -0.01
H -1.598187 -2.151059 0.898701 1.1 -0.8 0.5 -0.01
H -0.174641 1.205219 -0.957956 1.0 0.3 0.4 0.00
H -1.562505 0.560801 -1.409813 -1.8 -0.3 -0.9 0.00
H 2.497526 2.333124 0.502493 1.4 1.0 0.3 0.00
H 2.012517 1.390218 -0.640280 1.5 0.0 -1.7 0.00
O 1.815718 1.776183 0.183076 -2.8 -1.3 1.2 0.01

No. 4
17
Properties=species:S:1:pos:R:3:forces:R:3:lowdin_charge:R:1 method="wB97M-V/def2-TZVPD" homo_lumo_gap_ha=0.36659 energy_ha=-309.77673 homo_energy_ha=-0.3511 smiles="C=CC=O.C=CC" de_lowest_kcal_mol=41.2 multiplicity=1 e_lumo_ha=0.01548
C -1.790698 0.150426 -0.593574 -0.2 -0.1 0.1 0.01
C -1.528270 -0.530964 0.519733 -0.5 0.1 -0.1 -0.15
C -1.503058 0.275977 1.749607 -0.1 -0.1 0.3 -0.32
O -1.535206 -0.177498 2.867699 0.2 0.2 -0.2 0.04
H -2.273077 -0.266260 -1.468712 0.6 -0.2 -0.2 0.07
H -1.564695 1.218120 -0.591640 -0.5 -0.1 0.0 0.08
H -1.566394 -1.610778 0.639807 -0.2 0.1 -0.1 0.12
H -1.668926 1.357618 1.541383 0.4 0.0 0.3 0.12
C 1.663744 0.326082 0.809018 0.0 -0.1 -0.1 -0.02
C 1.436373 -0.499585 -0.207576 0.2 0.1 0.1 -0.27
C 1.370437 -0.085608 -1.646783 0.1 0.1 0.0 -0.12
H 1.756092 -0.031200 1.831026 -0.1 0.0 -0.2 0.06
H 1.764448 1.398489 0.650125 0.0 -0.1 0.0 0.06
H 1.324755 -1.567529 -0.013849 0.1 0.2 0.0 0.10
H 2.248514 -0.489556 -2.162905 -0.1 0.1 -0.1 0.07
H 1.382603 1.004108 -1.756370 0.0 -0.2 0.1 0.08
H 0.483358 -0.471842 -2.166988 0.1 0.0 0.2 0.06